Record 1
87
Properties=species:S:1:pos:R:3:forces:R:3:mulliken_charge:R:1 method="wB97M-V/def2-TZVPD" homo_energy_ev="-2.213 / -3.956" total_charge=-1 multiplicity=5 gap_ev="4.86 / 6.60"
Mn -1.285993 -0.300752 1.785463 4.0 -1.6 -5.0 0.736
P 0.046738 0.026231 -0.615463 -0.1 -0.5 -0.1 -0.268
Cl -2.432565 -2.041271 0.896992 -0.8 -1.0 -0.4 -0.666
C -1.839015 -0.454170 3.465797 -3.0 1.9 1.9 -1.405
H -2.491301 -1.310107 3.671935 0.3 0.2 0.2 0.309
H -1.280897 -0.038969 4.303706 -0.1 -0.3 0.2 0.538
C -0.820003 -0.360681 -2.232588 0.3 0.6 0.1 0.286
C 1.543469 -1.120975 -0.599304 -0.2 0.6 -0.5 -0.211
C -1.175659 -1.844818 -2.336142 -0.3 -0.1 0.1 -0.255
H -1.756151 0.215445 -2.110107 0.1 -0.2 -0.1 0.831
C -2.174616 -2.071067 -3.478727 0.2 0.1 0.1 -0.957
H -0.264770 -2.431185 -2.528704 -0.2 0.1 0.0 0.138
H -1.602330 -2.201417 -1.388952 0.1 0.1 -0.3 -0.281
C -1.623535 -1.570380 -4.818644 0.1 0.0 0.0 -0.705
H -2.419004 -3.137851 -3.543190 0.0 0.1 0.0 0.422
H -3.103910 -1.535540 -3.240138 0.1 -0.1 0.0 0.351
C -1.063196 -0.143233 -4.742077 -0.1 0.1 0.1 -1.042
H -0.829373 -2.251117 -5.154015 0.0 0.1 0.1 0.324
H -2.412766 -1.608080 -5.577612 0.1 0.0 0.0 0.407
C -0.143466 0.091444 -3.537281 0.0 -0.2 -0.2 -0.340
H -0.510028 0.089850 -5.660427 -0.1 0.0 0.0 0.387
H -1.898834 0.567685 -4.682387 0.0 -0.1 0.0 0.368
H 0.785908 -0.477349 -3.682830 -0.3 0.1 0.0 0.095
H 0.140120 1.150767 -3.503903 -0.1 -0.3 -0.1 -0.039
C 0.721691 1.790313 -0.804629 0.2 -0.6 0.1 0.445
C 2.346763 -1.321641 -1.892636 0.4 0.0 0.0 -0.812
H 2.194602 -0.610177 0.131216 0.0 -0.2 -0.1 0.985
C 3.688746 -1.987617 -1.557519 0.0 0.0 0.0 -0.966
H 1.783778 -1.966776 -2.584090 0.1 0.1 0.2 0.474
H 2.541122 -0.380150 -2.418894 0.0 -0.3 0.1 0.032
C 3.537001 -3.287465 -0.751374 -0.1 -0.1 0.0 -1.013
H 4.230524 -2.189743 -2.489939 0.1 0.0 0.1 0.442
H 4.298687 -1.276869 -0.981673 -0.1 0.0 -0.1 0.356
C 2.522581 -3.186254 0.395803 0.0 0.1 0.0 -0.485
H 3.219895 -4.091472 -1.429498 0.0 0.1 0.0 0.353
H 4.513621 -3.581783 -0.350175 -0.1 0.0 -0.1 0.458
C 1.221493 -2.518455 -0.057328 -0.2 0.0 0.4 -0.659
H 2.302663 -4.180201 0.808091 0.1 0.1 -0.1 0.410
H 2.951395 -2.600285 1.222790 -0.1 -0.1 -0.1 0.209
H 0.738162 -3.124313 -0.838157 0.2 0.1 0.1 0.412
H 0.502557 -2.485918 0.771687 0.2 0.1 -0.3 -0.306
C -0.357344 2.730247 -1.358052 -0.2 0.0 0.0 0.299
H 0.923319 2.073003 0.245184 -0.1 0.0 -0.2 0.679
C 0.128301 4.181156 -1.481013 0.1 -0.1 0.1 -0.871
H -0.688008 2.382280 -2.347070 0.1 0.1 0.2 0.288
H -1.245661 2.695524 -0.713691 0.4 0.0 -0.1 -1.207
C 1.457939 4.312532 -2.234848 -0.1 -0.1 0.0 -0.751
H -0.642646 4.772945 -1.989757 0.1 0.0 0.1 0.406
H 0.243694 4.603469 -0.473008 0.0 -0.1 -0.1 0.377
C 2.532913 3.352201 -1.714347 -0.1 0.0 0.2 -1.159
H 1.290162 4.124738 -3.304415 0.0 -0.1 0.1 0.298
H 1.823139 5.342646 -2.152680 0.0 -0.1 -0.1 0.404
C 2.037726 1.905926 -1.585603 0.0 0.2 -0.3 -0.480
H 3.401060 3.369175 -2.384995 -0.1 0.1 0.1 0.415
H 2.881151 3.691576 -0.729845 -0.1 0.0 -0.1 0.411
H 1.895100 1.506290 -2.601578 0.1 0.1 0.3 0.029
H 2.824906 1.305313 -1.108554 -0.2 0.1 -0.1 0.293
C -2.222539 1.388813 1.573548 0.0 1.8 -3.3 -0.359
C -2.783841 0.796071 2.743654 -1.9 -0.1 5.5 0.969
H -1.416495 2.104696 1.794074 0.0 0.2 0.3 0.057
C -3.032339 1.962850 3.754609 0.0 -0.5 0.1 -0.973
H -3.791428 0.365845 2.583640 0.5 0.0 -0.4 0.462
C -3.996953 3.006438 3.150175 -0.1 -0.3 0.0 -0.691
H -3.436681 1.565232 4.693903 -0.1 0.2 0.1 0.371
H -2.064964 2.427516 3.993929 -0.1 -0.1 -0.1 0.305
C -3.806233 3.308074 1.648351 0.1 0.1 -0.3 -0.795
H -5.025868 2.656420 3.304763 0.1 -0.1 0.0 0.290
H -3.909473 3.941584 3.715885 -0.1 0.0 0.0 0.366
C -3.314372 2.108518 0.796498 0.0 -0.1 0.6 -0.963
H -4.744969 3.697342 1.236512 0.0 0.1 0.1 0.373
H -3.071243 4.119846 1.556842 0.0 -0.1 -0.1 0.297
H -4.146974 1.411898 0.602724 0.2 0.1 0.1 0.500
H -2.962579 2.449527 -0.181608 -0.2 0.1 0.0 0.245
Cl 3.428376 -0.166243 3.858263 0.4 0.5 0.0 -0.249
C 2.363852 -1.513619 3.868522 -1.3 -1.2 -0.2 0.539
C 2.769336 -2.680170 4.512289 -0.1 -0.2 -0.1 -0.482
C 1.945119 -3.814651 4.495708 0.2 0.3 0.0 -0.517
C 0.719434 -3.763986 3.842042 0.0 0.1 0.0 -1.048
C 0.308156 -2.589484 3.211429 0.1 -0.3 0.2 0.456
C 1.100276 -1.436072 3.220250 0.6 0.9 -0.1 0.354
C 0.632724 -0.159660 2.526260 0.1 -0.5 0.3 -2.061
H 3.730202 -2.696835 5.018448 -0.1 -0.1 -0.1 0.419
H 2.270997 -4.727244 4.994959 0.0 0.2 -0.1 0.346
H 0.062983 -4.636302 3.817741 0.2 0.2 0.0 0.388
H -0.653995 -2.581238 2.679042 0.5 0.0 0.3 -0.097
H 0.464167 0.650527 3.252771 0.5 -0.1 0.0 1.016
H 1.375470 0.211630 1.803971 0.1 -0.1 0.4 0.695


Record 2
100
Properties=species:S:1:pos:R:3:forces:R:3:mulliken_charge:R:1 method="wB97M-V/def2-TZVPD" homo_energy_ev="-12.323 / -12.629" relative_energy_kcal_mol=14.2 total_charge=+2 multiplicity=2 gap_ev="6.62 / 6.34"
Ta -0.487643 -2.416980 0.912747 0.1 0.1 0.4 1.365
O 3.223531 1.696599 5.623811 0.0 0.0 0.0 -0.498
C 3.920782 0.720418 4.888686 0.0 0.0 0.0 -0.585
C 2.964738 0.053399 3.944242 0.0 0.0 0.0 -0.190
C 3.372737 -0.990530 3.122663 0.0 0.0 0.0 -1.574
C 2.454728 -1.594246 2.295723 0.2 0.0 0.1 -0.285
N 1.158896 -1.246316 2.235813 0.2 0.0 -0.2 0.504
C 0.800360 -0.153400 2.927985 -0.1 0.0 0.1 0.309
C 1.660559 0.491952 3.804497 0.0 -0.1 0.0 -0.636
C -0.489682 0.451045 2.547582 0.0 0.0 -0.1 0.375
C -1.020870 1.541929 3.215265 0.1 -0.1 0.0 -0.948
C -2.115816 2.199430 2.685887 -0.1 0.1 0.0 0.230
C -2.719659 3.397977 3.375677 0.0 0.0 0.0 -0.724
O -2.171547 3.640660 4.647007 0.0 0.0 0.0 -0.532
C -2.602928 1.753306 1.465182 0.0 0.0 0.0 -1.046
C -2.046217 0.636757 0.880968 0.1 0.0 0.0 -0.525
N -1.025388 -0.043589 1.420065 -0.3 0.0 0.2 0.928
H 3.826888 2.139016 6.228739 0.0 0.0 0.0 0.327
H 4.359398 -0.045595 5.538423 0.0 0.0 0.0 0.351
H 4.736193 1.160136 4.301649 0.0 0.0 0.0 0.361
H 4.397070 -1.339821 3.117862 0.0 0.0 0.0 0.561
H 2.782287 -2.379015 1.636752 0.0 0.0 0.0 0.601
H 1.340526 1.360623 4.355382 0.0 0.0 0.0 0.651
H -0.598239 1.892237 4.143570 0.0 0.0 0.0 0.840
H -3.807811 3.290203 3.406031 0.0 0.0 0.0 0.429
H -2.507624 4.278900 2.762955 0.0 0.0 0.0 0.234
H -2.691656 3.191365 5.320566 0.0 0.0 0.0 0.353
H -3.429731 2.251496 0.975373 0.0 0.0 0.0 0.519
H -2.433965 0.260278 -0.053961 0.0 0.0 0.0 0.306
C -1.239675 -5.008857 -2.350928 0.0 0.0 0.0 -1.691
C -0.108114 -4.417800 -1.583052 -0.2 0.0 0.0 0.323
O -0.214211 -3.301584 -1.015701 0.4 -0.1 0.0 -0.045
N 1.051433 -5.051070 -1.524294 0.0 0.0 0.0 0.170
C 2.206128 -4.415829 -0.904914 0.0 0.1 0.1 0.397
C 2.291117 -4.662443 0.574983 -0.1 0.0 0.0 0.005
C 3.252182 -5.536760 1.058274 0.0 0.0 0.0 -0.886
C 3.300316 -5.829665 2.410563 0.0 0.0 0.0 -0.680
C 2.353583 -5.248817 3.233453 0.0 0.0 0.0 -1.018
C 1.430248 -4.384058 2.681104 0.0 0.0 0.0 0.019
N 1.403610 -4.049908 1.378572 0.0 -0.1 0.1 0.794
H -2.024391 -4.265231 -2.452890 0.0 0.0 0.0 0.238
H -1.634464 -5.853576 -1.782807 0.0 0.0 0.0 0.350
H -0.914673 -5.359424 -3.329938 0.0 0.0 0.0 0.474
H 1.139882 -5.959975 -1.952953 0.0 0.0 0.0 0.261
H 2.117486 -3.348599 -1.088761 0.0 0.0 0.0 -1.447
H 3.101374 -4.784401 -1.400774 0.0 0.0 0.0 0.872
H 3.948672 -5.990292 0.366200 0.0 0.0 0.0 0.531
H 4.044228 -6.509170 2.803841 0.0 0.0 0.0 0.471
H 2.313440 -5.460170 4.292324 0.0 0.0 0.0 0.519
H 0.671918 -3.931871 3.303806 0.0 0.0 0.0 0.279
S -1.288538 -4.900338 1.232090 0.0 0.0 -0.1 -0.335
Sb -3.084625 -3.599022 2.011791 -0.1 0.1 -0.2 0.263
S -1.373465 -2.456332 3.255695 0.3 0.0 -0.3 -0.318
S -2.648074 -2.151196 0.036689 -0.4 -0.1 -0.1 -0.179
C -4.766230 0.231834 -2.465699 0.0 0.0 0.0 -0.608
C -5.047987 1.607767 -3.064215 0.0 0.0 0.0 -0.918
C -4.258967 2.739832 -2.392191 0.0 0.0 0.0 0.385
C -2.985124 3.159595 -3.118668 0.0 0.0 0.0 -0.306
N -2.074027 2.028923 -3.361019 0.1 0.0 0.1 -0.157
C -1.151185 1.511096 -2.540035 -0.2 -0.1 -0.1 0.238
S -0.895557 -0.196416 -2.674073 0.0 0.0 0.2 -0.292
N -0.466087 2.232680 -1.662273 0.1 -0.1 0.1 0.714
C -0.172326 3.668238 -1.660997 -0.1 0.0 0.0 -1.428
C -0.811711 4.389028 -0.481539 0.0 0.0 0.0 0.428
C -0.496186 5.882800 -0.464522 0.0 0.0 0.0 -0.769
C -1.111771 6.643497 -1.634239 0.0 0.0 0.0 -1.144
H -5.314525 -0.548270 -2.993343 0.0 0.0 0.0 0.453
H -5.078055 0.201979 -1.418557 0.0 0.0 0.0 0.228
H -3.705522 -0.030648 -2.495371 0.0 0.0 0.0 -0.026
H -6.114677 1.814815 -2.975029 0.0 0.0 0.0 0.370
H -4.845381 1.603708 -4.140827 0.0 0.0 0.0 0.345
H -3.999997 2.443173 -1.369500 0.0 0.0 0.0 -0.558
H -4.875148 3.637551 -2.306832 0.0 0.0 0.0 0.540
H -2.481044 3.928507 -2.547399 0.1 0.1 0.0 -0.434
H -3.223279 3.585968 -4.093775 0.0 0.0 0.0 0.481
H -2.451755 1.337867 -3.993822 0.0 0.0 0.0 0.443
H 0.115497 1.671155 -1.050909 0.0 0.0 -0.1 -0.620
H -0.462720 4.089746 -2.618421 -0.1 0.0 -0.1 0.524
H 0.914851 3.766593 -1.603720 0.0 0.0 0.0 0.517
H -0.455795 3.918262 0.440205 0.0 0.0 0.0 0.293
H -1.897022 4.238327 -0.504398 0.0 0.0 0.0 0.071
H 0.588251 6.025127 -0.455156 0.0 0.0 0.0 0.351
H -0.863829 6.303546 0.472970 0.0 0.0 0.0 0.346
H -0.689468 6.341399 -2.594301 0.0 0.0 0.0 0.279
H -0.940285 7.714146 -1.535466 0.0 0.0 0.0 0.419
H -2.192814 6.488435 -1.675949 0.0 0.0 0.0 0.269
C 4.254244 -1.342830 -1.424970 -0.1 0.0 0.0 -1.101
Si 2.656609 -0.915687 -2.297120 0.0 0.1 -0.1 0.544
C 2.180149 -2.142089 -3.616578 0.0 0.0 0.0 -0.952
C 2.743572 0.801446 -3.013873 0.0 0.0 0.0 -1.070
Se 1.045675 -0.616362 -0.624717 0.0 0.0 -0.1 0.068
H 5.092565 -1.184291 -2.108062 0.0 0.0 0.0 0.467
H 4.302435 -2.377858 -1.087336 0.0 0.0 0.0 0.268
H 4.406488 -0.692233 -0.561664 0.0 0.0 0.0 0.299
H 2.910582 -2.062943 -4.426921 0.0 0.0 0.0 0.483
H 1.202761 -1.893893 -4.031141 0.0 0.0 0.0 0.271
H 2.168734 -3.182401 -3.291051 0.0 0.0 0.0 0.238
H 3.502526 0.838625 -3.799255 0.0 0.0 0.0 0.494
H 3.010767 1.540274 -2.256193 0.0 0.0 0.0 0.268
H 1.787446 1.078095 -3.461560 0.0 0.0 0.0 0.224